No. 1
{
  "formula": "C4H14O3",
  "method": "ωB97M-V with the def2-TZVPD basis set",
  "fmax_ev_per_a": 2.58,
  "gap_ev": 9.68,
  "spin_multiplicity": 1,
  "e_tot_ev": -10516.4057,
  "lumo_energy_ev": 0.58,
  "e_homo_ha": -0.3345,
  "symbols": ["C", "C", "C", "C", "H", "H", "H", "H", "H", "H", "H", "H", "O", "H", "H", "O", "H", "H", "O", "H", "H"],
  "coordinates": [[1.071, -0.200, -1.117], [0.223, -0.974, -1.819], [0.193, -0.992, -3.347], [-0.365, -2.270, -1.303], [1.015, -0.082, -0.050], [1.454, 0.628, -1.698], [-0.882, -0.850, -3.510], [0.498, -2.008, -3.601], [0.769, -0.220, -3.873], [0.409, -3.044, -1.264], [-1.123, -2.622, -2.004], [-0.658, -2.219, -0.258], [-0.456, -0.036, 1.647], [-1.290, -0.426, 1.938], [0.119, -0.649, 2.130], [-1.283, 2.623, 1.840], [-0.724, 1.826, 1.858], [-1.340, 2.948, 0.946], [0.643, 2.476, 4.543], [0.184, 3.286, 4.306], [1.543, 2.804, 4.636]],
  "mulliken_charge": [-0.77, 0.90, -1.24, -1.22, 0.21, 0.23, 0.30, 0.31, 0.35, 0.31, 0.34, 0.29, -0.66, 0.30, 0.32, -0.67, 0.40, 0.31, -0.63, 0.32, 0.31]
}

***

No. 2
{
  "formula": "C4H14O3",
  "method": "ωB97M-V with the def2-TZVPD basis set",
  "fmax_ev_per_a": 1.23,
  "gap_ev": 10.47,
  "spin_multiplicity": 1,
  "e_tot_ev": -10517.1322,
  "lumo_energy_ev": 0.43,
  "e_homo_ha": -0.3689,
  "symbols": ["C", "C", "C", "C", "O", "H", "H", "H", "H", "H", "H", "H", "H", "H", "H", "O", "H", "H", "O", "H", "H"],
  "coordinates": [[1.035, 0.321, 2.281], [-0.163, 0.471, 1.293], [-0.085, 1.659, 0.347], [-0.879, 1.420, -0.959], [-1.026, 2.706, -1.543], [0.710, 0.599, 3.277], [1.413, -0.699, 2.254], [1.867, 0.959, 1.980], [-1.047, 0.548, 1.919], [-0.189, -0.426, 0.670], [0.938, 1.920, 0.071], [-0.564, 2.556, 0.743], [-0.288, 0.803, -1.639], [-1.820, 0.930, -0.692], [-1.551, 2.658, -2.350], [-0.619, -1.827, -2.501], [-0.367, -2.113, -1.624], [0.162, -1.802, -3.063], [0.593, -3.282, -0.291], [1.333, -3.166, 0.291], [0.546, -4.236, -0.464]],
  "mulliken_charge": [-1.05, -0.02, -0.59, -0.44, -0.53, 0.28, 0.27, 0.32, 0.33, -0.01, 0.31, 0.27, 0.27, 0.32, 0.30, -0.63, 0.33, 0.30, -0.63, 0.31, 0.30]
}

***

No. 3
{
  "formula": "C4H14O3",
  "method": "ωB97M-V with the def2-TZVPD basis set",
  "fmax_ev_per_a": 1.46,
  "gap_ev": 9.78,
  "spin_multiplicity": 1,
  "e_tot_ev": -10516.9522,
  "lumo_energy_ev": 0.61,
  "e_homo_ha": -0.3371,
  "symbols": ["C", "C", "C", "C", "H", "H", "H", "H", "H", "H", "H", "H", "O", "H", "H", "O", "H", "H", "O", "H", "H"],
  "coordinates": [[1.636, 1.192, 1.205], [0.818, 1.215, -0.055], [-0.482, 1.499, -0.090], [-1.183, 1.437, -1.433], [1.930, 0.177, 1.469], [2.549, 1.763, 1.047], [0.987, 1.659, 1.942], [1.329, 0.993, -0.983], [-0.995, 1.617, 0.849], [-0.448, 1.598, -2.224], [-1.730, 0.511, -1.524], [-1.817, 2.308, -1.636], [-2.049, -0.944, 1.798], [-2.657, -1.605, 1.459], [-1.354, -1.331, 2.334], [2.065, -2.364, -0.783], [1.190, -2.652, -0.467], [2.135, -2.934, -1.559], [-0.691, -1.765, -0.490], [-1.116, -1.176, 0.155], [-0.118, -1.197, -1.017]],
  "mulliken_charge": [-1.18, 0.11, -0.26, -1.12, 0.24, 0.34, 0.31, 0.31, 0.29, 0.31, 0.28, 0.38, -0.69, 0.31, 0.33, -0.64, 0.35, 0.30, -0.74, 0.38, 0.40]
}

***

No. 4
{
  "formula": "C4H14O3",
  "method": "ωB97M-V with the def2-TZVPD basis set",
  "fmax_ev_per_a": 4.49,
  "gap_ev": 8.69,
  "spin_multiplicity": 1,
  "e_tot_ev": -10514.2531,
  "lumo_energy_ev": 0.47,
  "e_homo_ha": -0.3022,
  "symbols": ["C", "C", "C", "C", "H", "H", "H", "H", "H", "H", "H", "H", "O", "H", "H", "O", "H", "H", "O", "H", "H"],
  "coordinates": [[3.794, -1.618, -0.850], [3.687, -0.281, -0.398], [2.356, 0.177, 0.239], [4.492, 0.909, -0.886], [4.705, -2.216, -0.763], [2.913, -2.187, -1.217], [1.617, 0.053, -0.578], [2.060, -0.222, 1.235], [2.307, 1.258, 0.543], [4.259, 1.795, -0.173], [5.705, 0.740, -0.981], [4.008, 1.336, -1.741], [-3.619, 1.592, 4.975], [-4.374, 2.080, 5.400], [-3.099, 2.412, 4.757], [-4.823, -0.021, 2.288], [-4.175, -0.243, 2.879], [-4.797, 0.861, 2.641], [-2.931, -1.233, -5.946], [-3.760, -1.562, -5.632], [-2.355, -1.934, -5.547]],
  "mulliken_charge": [-0.75, 0.58, -1.12, -0.91, 0.26, 0.24, 0.27, 0.31, 0.31, 0.27, 0.27, 0.28, -0.66, 0.33, 0.33, -0.62, 0.29, 0.32, -0.64, 0.31, 0.32]
}

***

No. 5
{
  "formula": "C4H14O3",
  "method": "ωB97M-V with the def2-TZVPD basis set",
  "fmax_ev_per_a": 5.93,
  "gap_ev": [8.07, 4.27],
  "total_charge": 1,
  "spin_multiplicity": 2,
  "e_tot_ev": -10506.7559,
  "lumo_energy_ev": [-4.96, -8.76],
  "e_homo_ha": [-0.4788, -0.4788],
  "symbols": ["C", "C", "C", "C", "H", "H", "H", "H", "H", "H", "H", "H", "H", "H", "O", "H", "H", "O", "H", "H", "O"],
  "coordinates": [[-2.973, 2.573, -1.383], [-1.885, 1.413, -1.266], [-0.638, 1.645, -1.673], [-2.472, 0.037, -1.067], [-3.917, 2.207, -1.606], [-2.584, 3.173, -2.241], [-3.029, 3.320, -0.442], [0.133, 0.996, -2.171], [-0.376, 2.736, -1.524], [-3.118, -0.229, -1.957], [-3.155, 0.287, -0.190], [-1.715, -0.673, -0.784], [1.378, -0.440, 1.244], [0.660, -1.143, 2.251], [1.117, -1.344, 1.435], [2.514, 0.125, -0.330], [3.715, 0.410, 0.592], [2.857, 0.795, 0.293], [1.878, -3.418, 2.642], [2.465, -4.970, 2.589], [2.645, -3.999, 2.555]],
  "mulliken_charge": [-1.18, 0.90, -0.58, -1.08, 0.40, 0.43, 0.34, 0.33, 0.33, 0.35, 0.36, 0.39, 0.31, 0.33, -0.63, 0.33, 0.35, -0.69, 0.31, 0.32, -0.63]
}

***

No. 6
{
  "formula": "C4H14O4",
  "method": "ωB97M-V with the def2-TZVPD basis set",
  "fmax_ev_per_a": 1.39,
  "gap_ev": [3.48, 7.06],
  "total_charge": -1,
  "spin_multiplicity": 2,
  "e_tot_ev": -12564.0653,
  "lumo_energy_ev": [3.63, 3.62],
  "e_homo_ha": [0.0056, -0.1266],
  "symbols": ["O", "C", "C", "C", "C", "H", "H", "H", "H", "H", "H", "H", "H", "H", "H", "O", "H", "H", "O", "H", "H", "O"],
  "coordinates": [[0.903, -0.233, 1.738], [-0.318, 0.179, 1.796], [-0.815, 1.450, 1.156], [-0.065, 1.774, -0.143], [-0.780, 2.728, -1.096], [-1.118, -0.455, 2.230], [-1.901, 1.422, 1.038], [-0.693, 2.361, 1.784], [0.832, 2.320, 0.184], [0.341, 0.889, -0.636], [-0.112, 3.237, -1.797], [-1.209, 3.569, -0.535], [-1.595, 2.199, -1.589], [0.960, -2.732, -0.717], [1.122, -2.778, -2.167], [0.405, -2.770, -1.518], [-2.687, -0.704, -0.405], [-1.360, -0.553, -1.095], [-2.217, -0.113, -1.005], [2.956, -2.318, 0.802], [2.274, -1.253, -0.139], [2.698, -2.122, -0.101]],
  "mulliken_charge": [-0.74, -0.62, -0.53, -0.14, -1.25, 0.31, 0.21, 0.39, 0.46, 0.08, 0.36, 0.30, 0.26, 0.43, 0.28, -0.68, 0.32, 0.31, -0.67, 0.31, 0.34, -0.74]
}

***

No. 7
{
  "formula": "C4H14O4",
  "method": "ωB97M-V with the def2-TZVPD basis set",
  "fmax_ev_per_a": 4.32,
  "gap_ev": 9.22,
  "spin_multiplicity": 1,
  "e_tot_ev": -12563.0599,
  "lumo_energy_ev": 0.50,
  "e_homo_ha": -0.3206,
  "symbols": ["C", "C", "C", "C", "O", "H", "H", "H", "H", "H", "H", "H", "H", "O", "H", "H", "O", "H", "H", "O", "H", "H"],
  "coordinates": [[-1.699, -0.879, -1.347], [-0.911, 0.475, -1.322], [0.430, 0.440, -0.934], [1.529, 1.546, -1.309], [0.937, -0.666, -0.332], [-0.796, -1.764, -1.182], [-2.535, -1.059, -0.640], [-2.100, -1.116, -2.316], [-1.291, 1.237, -2.076], [2.399, 1.105, -1.832], [1.042, 2.308, -1.951], [2.022, 1.982, -0.432], [0.221, -1.145, -0.031], [-1.078, 0.102, 1.868], [-0.259, 0.604, 2.334], [-1.582, 0.809, 1.349], [1.382, 0.613, 1.956], [1.599, 0.297, 0.980], [2.244, 0.677, 2.406], [-0.444, -2.251, 1.443], [-1.243, -1.719, 1.529], [0.133, -1.597, 1.838]],
  "mulliken_charge": [-0.87, -0.62, 1.02, -1.12, -0.64, 0.24, 0.22, 0.35, 0.29, 0.30, 0.33, 0.30, 0.20, -0.73, 0.36, 0.30, -0.64, 0.41, 0.28, -0.72, 0.38, 0.36]
}

***

No. 8
{
  "formula": "C4H14O4",
  "method": "ωB97M-V with the def2-TZVPD basis set",
  "fmax_ev_per_a": 2.14,
  "gap_ev": 9.52,
  "spin_multiplicity": 1,
  "e_tot_ev": -12564.0267,
  "lumo_energy_ev": 0.62,
  "e_homo_ha": -0.3269,
  "symbols": ["C", "C", "C", "C", "O", "H", "H", "H", "H", "H", "H", "H", "H", "O", "H", "H", "O", "H", "H", "O", "H", "H"],
  "coordinates": [[2.635, -2.344, -1.302], [1.259, -1.738, -1.255], [0.119, -2.333, -0.942], [-1.131, -1.536, -0.575], [-0.778, -0.184, -0.277], [3.306, -1.601, -0.871], [2.701, -3.366, -0.954], [3.018, -2.254, -2.332], [1.278, -0.662, -1.243], [-0.093, -3.390, -1.061], [-1.561, -2.058, 0.282], [-1.743, -1.427, -1.475], [-1.478, 0.280, 0.229], [0.190, 2.576, -0.019], [0.021, 1.671, 0.267], [0.213, 2.665, -0.972], [-0.402, 3.369, 2.445], [-0.998, 3.973, 2.901], [0.101, 3.789, 1.734], [-2.369, 1.378, 1.466], [-2.246, 0.909, 2.298], [-2.041, 2.284, 1.657]],
  "mulliken_charge": [-1.15, 0.08, -0.47, -0.44, -0.46, 0.31, 0.33, 0.29, 0.26, 0.32, 0.35, 0.30, 0.27, -0.65, 0.44, 0.28, -0.67, 0.32, 0.33, -0.70, 0.33, 0.34]
}

***

No. 9
{
  "formula": "C4H15N2O",
  "method": "ωB97M-V with the def2-TZVPD basis set",
  "fmax_ev_per_a": 4.21,
  "gap_ev": [9.26, 7.80],
  "spin_multiplicity": 2,
  "e_tot_ev": -9414.5160,
  "lumo_energy_ev": [0.66, -1.05],
  "e_homo_ha": [-0.3160, -0.3250],
  "symbols": ["N", "C", "C", "C", "N", "C", "H", "H", "H", "H", "H", "H", "H", "H", "H", "H", "H", "H", "H", "H", "H", "O"],
  "coordinates": [[-0.166, 1.218, 1.307], [-0.153, 0.673, -0.043], [-0.328, 1.903, -0.958], [1.076, -0.121, -0.495], [0.899, -0.642, -1.856], [0.135, -1.994, -1.713], [-1.076, 0.088, -0.052], [-0.113, 0.548, 2.064], [0.571, 1.904, 1.426], [-1.374, 0.110, -2.147], [0.415, 2.617, -0.582], [-0.075, 1.712, -1.994], [-1.313, 2.334, -0.803], [1.277, -0.918, 0.225], [1.867, 0.636, -0.489], [-0.150, -0.364, -2.121], [-0.559, -1.948, -0.881], [0.876, -2.778, -1.516], [-0.272, -2.275, -2.681], [-1.238, -1.094, 4.179], [0.070, -0.928, 4.975], [-0.367, -0.681, 4.155]],
  "mulliken_charge": [-0.62, 0.22, -1.47, -0.49, -0.42, -0.87, 0.27, 0.18, 0.24, 0.15, 0.45, 0.55, 0.27, 0.27, 0.33, -0.06, 0.34, 0.30, 0.36, 0.31, 0.31, -0.63]
}

***

No. 10
{
  "formula": "C4H15N2O",
  "method": "ωB97M-V with the def2-TZVPD basis set",
  "fmax_ev_per_a": 2.50,
  "gap_ev": 5.20,
  "total_charge": 1,
  "spin_multiplicity": 1,
  "e_tot_ev": -9405.9568,
  "lumo_energy_ev": -9.49,
  "e_homo_ha": -0.5398,
  "symbols": ["C", "N", "C", "N", "C", "C", "H", "H", "H", "H", "H", "H", "H", "H", "H", "H", "H", "H", "H", "H", "H", "O"],
  "coordinates": [[-0.258, -0.623, 1.350], [0.465, -1.813, 1.608], [0.663, 0.484, 0.783], [0.239, -2.045, -1.218], [0.504, 2.444, -0.813], [-0.085, 1.741, 0.400], [-1.133, -0.773, 0.666], [-0.655, -0.244, 2.299], [0.558, -2.321, 0.709], [-0.083, -2.389, 2.243], [1.295, 0.708, 1.651], [-0.191, -2.981, -1.210], [0.928, -2.013, -1.962], [1.289, 0.117, -0.031], [-0.090, 3.286, -1.143], [1.508, 2.821, -0.611], [0.581, 1.744, -1.643], [-1.096, 1.429, 0.083], [-0.238, 2.411, 1.240], [-2.204, -0.624, -1.679], [-0.651, -1.098, -1.338], [-1.346, -0.261, -1.383]],
  "mulliken_charge": [-0.72, -0.28, -0.50, -0.63, -1.36, -0.34, 0.36, 0.49, 0.27, 0.34, 0.47, 0.34, 0.27, 0.37, 0.37, 0.36, 0.32, 0.26, 0.44, 0.30, 0.40, -0.53]
}

***

No. 11
{
  "formula": "C4H15N2O",
  "method": "ωB97M-V with the def2-TZVPD basis set",
  "fmax_ev_per_a": 1.82,
  "gap_ev": 3.62,
  "total_charge": 1,
  "spin_multiplicity": 1,
  "e_tot_ev": -9405.3753,
  "lumo_energy_ev": -9.53,
  "e_homo_ha": -0.4832,
  "symbols": ["C", "C", "C", "C", "N", "N", "H", "H", "H", "H", "H", "H", "H", "H", "H", "H", "H", "H", "H", "H", "H", "O"],
  "coordinates": [[2.108, -0.940, -0.263], [2.196, 0.278, 0.643], [2.876, -0.136, 1.936], [-4.264, 0.676, 0.174], [-3.213, -0.152, -0.369], [1.253, -0.793, -1.373], [1.730, -1.845, 0.289], [3.059, -1.392, -0.604], [2.844, 0.945, 0.065], [1.179, 0.699, 0.679], [2.311, -0.868, 2.510], [3.193, 0.700, 2.555], [-5.180, 0.093, 0.276], [-4.499, 1.450, -0.557], [-4.061, 1.112, 1.158], [3.836, -0.600, 1.694], [-2.292, 0.314, -0.459], [1.023, -1.614, -1.916], [0.378, -0.208, -1.128], [-0.339, 1.786, -1.059], [-3.028, -0.918, 0.281], [-0.605, 0.918, -0.689]],
  "mulliken_charge": [-0.49, -0.20, -1.24, -0.69, -0.30, -0.17, 0.35, 0.43, 0.25, 0.43, 0.36, 0.34, 0.32, 0.31, 0.30, 0.33, 0.28, 0.32, 0.24, 0.27, 0.30, -0.73]
}

***

No. 12
{
  "formula": "C4H15N2O",
  "method": "ωB97M-V with the def2-TZVPD basis set",
  "fmax_ev_per_a": 2.65,
  "gap_ev": 3.84,
  "total_charge": 1,
  "spin_multiplicity": 1,
  "e_tot_ev": -9403.8339,
  "lumo_energy_ev": -9.57,
  "e_homo_ha": -0.4931,
  "symbols": ["C", "N", "C", "C", "N", "C", "H", "H", "H", "H", "H", "H", "H", "H", "H", "H", "H", "H", "H", "H", "H", "O"],
  "coordinates": [[-1.836, 1.282, 0.728], [0.895, -0.113, 1.856], [1.483, 1.252, 1.931], [-1.847, 1.938, -0.455], [0.623, -2.057, -1.296], [-0.663, -2.607, -1.626], [-0.864, 0.860, 0.929], [-2.664, 1.236, 1.418], [1.520, -0.815, 2.246], [2.030, 1.300, 2.874], [2.170, 1.427, 1.097], [0.772, 2.081, 1.872], [-1.005, 1.960, -1.125], [-2.712, 2.583, -0.563], [1.009, -0.244, 0.857], [1.465, -2.491, -1.661], [-1.457, -1.930, -1.297], [-0.801, -2.688, -2.707], [-0.871, -3.498, -1.031], [0.661, -1.031, -1.184], [1.268, 1.042, -1.783], [0.824, 0.515, -1.080]],
  "mulliken_charge": [-0.27, -0.39, -0.70, -0.34, -0.13, -0.66, 0.13, 0.32, 0.37, 0.38, 0.27, 0.27, 0.23, 0.29, 0.05, 0.29, 0.27, 0.33, 0.33, 0.30, 0.26, -0.60]
}